74
Properties=species:S:1:pos:R:3:forces:R:3:mulliken_spin:R:1 method="wB97M-V/def2-TZVPD" charge=+1 s2=8.7988 total_energy_ha=-3177.35297 orbital_gap_ev="6.1 / 5.8" max_force_ev_per_a=3.84 spin_multiplicity=6
Ir -0.88838 1.49842 0.91110 0.52 0.84 0.03 2.038
Cl -3.93220 7.63879 0.71026 0.24 -0.80 0.30 0.061
C -2.84817 6.29352 0.78183 1.08 0.67 -0.11 0.323
C -1.46898 6.60252 0.54898 0.23 -0.49 -0.97 0.040
C -0.57537 5.63146 0.16841 2.09 3.15 0.69 0.091
I 1.41927 6.30608 -0.38951 -1.17 -0.61 0.36 0.010
C -0.79085 4.28487 0.45433 0.04 -2.57 0.28 0.283
O 0.10385 3.31161 0.53442 -0.98 2.63 -1.08 0.234
C -2.15253 3.97612 0.69671 -2.43 -0.28 1.14 0.126
N -2.48784 2.64584 0.85800 -0.25 0.54 -0.04 0.284
C -3.84474 2.24292 0.95990 -0.80 1.30 -0.07 0.280
C -4.85367 3.19358 0.95742 0.84 -1.53 -0.59 -0.075
C -4.56453 4.55101 0.95461 0.70 0.53 0.30 0.423
C -3.21566 4.95913 0.89677 0.14 -0.82 -1.03 -0.087
H -1.19411 7.63883 0.54763 0.17 0.27 -0.22 0.007
H -4.06976 1.18595 1.00735 0.35 0.05 -0.08 0.028
H -5.87509 2.88836 0.79143 -0.10 -0.28 0.51 -0.001
H -5.32697 5.30950 1.00760 -0.14 -0.03 -0.03 0.025
O 0.04019 -1.86151 -0.13025 -0.04 0.57 0.30 0.000
S 1.29694 -2.23724 -0.82525 -0.47 -1.69 -0.36 0.008
C 0.70884 -2.99065 -2.41502 -0.36 0.22 -0.05 0.000
C 0.57024 -1.99742 -3.54730 -0.16 -0.38 -0.25 0.002
C 0.68124 -2.45311 -4.88090 -0.09 0.88 0.62 0.000
C 0.65296 -1.49749 -5.90445 -0.12 -0.01 0.56 0.000
C 0.53101 -0.13412 -5.61136 -0.44 0.08 0.29 -0.001
C 0.22379 0.26649 -4.30745 0.42 -0.42 -0.47 -0.003
C 0.22658 -0.67440 -3.28352 0.34 0.07 -0.57 -0.064
C 1.88498 -3.84204 -0.02871 0.07 -0.18 -0.31 0.002
C 0.97387 -4.61766 0.89343 -0.23 0.94 -0.09 -0.003
C 0.15705 -5.65204 0.42816 -0.29 -0.39 0.69 0.001
C -0.73555 -6.27722 1.33941 0.21 1.12 -0.52 0.000
C -0.91435 -5.78363 2.64476 0.46 -1.03 -0.75 0.000
C -0.01033 -4.82933 3.09820 0.02 0.49 0.51 -0.002
C 0.91250 -4.22850 2.24587 -0.41 -0.43 -0.37 0.004
H -0.28846 -3.39738 -2.20229 0.23 -0.07 0.39 0.000
H 1.35848 -3.80855 -2.70764 0.19 -0.05 0.01 0.000
H 0.74257 -3.53429 -5.05595 0.18 0.55 -0.17 0.000
H 0.66896 -1.80528 -6.93075 0.28 -0.16 -0.36 0.000
H 0.59134 0.63454 -6.38753 -0.11 -0.48 0.12 0.000
H 0.01194 1.30618 -4.10480 -0.03 0.07 0.06 -0.001
H -0.02333 -0.37108 -2.28318 0.03 0.06 0.37 0.071
H 2.78947 -3.57132 0.48199 0.41 0.34 0.46 0.000
H 2.21903 -4.43788 -0.86449 0.01 -0.32 -0.29 0.001
H 0.21880 -5.99303 -0.62587 -0.05 0.23 0.86 0.000
H -1.34052 -7.08736 0.96955 -0.20 -0.14 0.03 0.000
H -1.68546 -6.25257 3.28019 0.64 0.44 -0.24 0.000
H -0.00618 -4.52027 4.14664 -0.20 -0.06 -0.32 0.000
H 1.55701 -3.43848 2.63941 -0.10 -0.28 -0.24 -0.001
C -2.72915 -1.08210 -0.44025 -0.63 0.66 -0.40 -0.006
O -2.66471 -0.74688 0.93790 -0.55 -0.20 1.07 0.096
C -1.66061 -0.09095 1.54602 -0.38 -2.17 -1.65 0.621
C -1.37240 -0.48096 2.91437 -0.45 -0.26 1.18 -0.031
H -2.70445 -2.18382 -0.51537 0.26 0.60 -0.18 0.003
H -1.93754 -0.56518 -1.02859 -0.46 -0.60 0.37 0.029
H -3.73515 -0.71159 -0.75630 0.79 -0.38 -0.12 0.003
H -0.65172 -1.30951 2.91798 -0.28 -0.21 0.06 0.052
H -2.32287 -0.74206 3.42728 0.63 -0.08 -0.02 0.038
H -0.87435 0.31240 3.47260 -0.07 0.18 0.13 -0.005
C 4.02409 0.67812 3.03736 1.27 -0.04 0.17 0.001
C 3.29370 1.57299 2.07261 -0.03 0.23 0.16 0.005
S 2.37672 0.58691 0.88622 -1.85 0.74 1.13 0.014
O 0.90277 0.72540 1.51051 1.90 -0.56 -0.63 0.077
C 2.52362 1.78254 -0.42807 -1.11 0.78 -0.18 -0.019
C 3.89958 1.77369 -1.04768 1.11 0.60 -0.01 0.004
H 4.88996 1.17894 3.48635 -0.42 0.28 0.14 0.000
H 4.52314 -0.11811 2.47682 -0.35 -0.27 0.15 0.000
H 3.40591 0.28094 3.84038 -0.06 -0.09 -0.19 0.000
H 3.94051 2.18144 1.43755 0.27 -0.09 0.42 -0.001
H 2.55268 2.24123 2.54100 0.20 -0.28 -0.24 0.002
H 2.29344 2.77227 0.02543 -0.06 -0.66 -0.41 0.003
H 1.70289 1.52806 -1.11372 0.34 0.08 -0.08 0.012
H 4.57399 2.50629 -0.54315 -0.53 -0.50 -0.42 0.000
H 3.89220 2.01533 -2.10891 -0.30 0.25 0.04 0.000
H 4.40987 0.82273 -1.01643 0.02 -0.54 0.22 0.000